(i)
The following is a DFT calculation (wB97M-V/def2-TZVPD) of a 2-piece molecular cluster, C2H5NO overall.

HOMO energy, eV: -10.5
Molar mass, g mol⁻¹: 59.07
Multiplicity: 1

XYZ file:
```
9
Properties=species:S:1:pos:R:3:mulliken_charge:R:1
C 0.386 1.006 -0.590 -0.67
C 0.938 -0.599 1.220 0.56
O 1.454 -1.175 2.106 -0.47
N 0.312 -0.102 0.322 -0.23
H 0.420 1.956 -0.049 0.31
H -0.501 0.999 -1.227 0.21
H 1.273 0.927 -1.228 0.30
H -2.451 -1.797 -0.233 0.22
H -1.837 -1.393 -0.110 -0.23
```

(ii)
The following is a DFT calculation (wB97M-V/def2-TZVPD) of C2H5NO as an isolated structure.

HOMO energy, eV: -8.1
Molar mass, g mol⁻¹: 59.07
Multiplicity: 1

XYZ file:
```
9
Properties=species:S:1:pos:R:3:mulliken_charge:R:1
C -0.005 -0.459 0.944 -0.46
N -1.177 -0.727 0.181 -0.54
C 1.221 -0.505 0.518 0.59
O 2.337 -0.584 0.170 -0.39
H -0.956 -0.854 -0.799 0.26
H -1.857 0.021 0.278 0.23
H 0.092 1.828 -1.931 0.19
H -0.171 -0.250 1.990 0.31
H 0.516 1.530 -1.351 -0.19
```

It is (ii) that is the least stable of them.

(i)
The following is a DFT calculation (wB97M-V/def2-TZVPD) of one molecule with the formula C4HNO3.

HOMO energy, eV: -10.2
Molar mass, g mol⁻¹: 111.06
Multiplicity: 1

XYZ file:
```
9
Properties=species:S:1:pos:R:3:mulliken_charge:R:1
C 0.326 -1.452 0.994 0.47
C -0.486 0.338 0.322 0.66
C -0.681 1.253 -0.653 -0.65
C 0.679 -0.323 0.053 0.28
H -1.120 2.107 -0.943 0.47
N 1.161 0.024 -1.213 -0.34
O 0.563 -2.450 1.575 -0.43
O -0.789 -0.607 1.300 -0.38
O 0.347 1.110 -1.435 -0.10
```

(ii)
The following is a DFT calculation (wB97M-V/def2-TZVPD) of one molecule with the formula C4HNO3.

HOMO energy, eV: -9.9
Molar mass, g mol⁻¹: 111.06
Multiplicity: 1

XYZ file:
```
9
Properties=species:S:1:pos:R:3:mulliken_charge:R:1
C -0.878 0.096 0.592 0.55
C -0.533 1.036 -0.583 -0.01
C 0.998 -0.686 -0.706 0.40
C 0.261 -0.766 0.780 0.42
H -0.811 2.184 -0.707 0.33
N 0.328 0.606 -1.367 -0.38
O -1.896 0.183 1.239 -0.45
O 2.041 -1.199 -1.066 -0.39
O 0.491 -1.453 1.817 -0.47
```

It is (i) that is the least stable of them.

(i)
The following is a DFT calculation (wB97M-V/def2-TZVPD) of a 2-piece molecular cluster, CH5OS overall.

HOMO energy, eV: -2.7
Total charge: -1
Molar mass, g mol⁻¹: 65.12
Multiplicity: 1

XYZ file:
```
8
Properties=species:S:1:pos:R:3:mulliken_charge:R:1
S -0.847 0.918 1.668 -0.84
H -0.915 -0.341 1.514 -0.09
C 0.515 -1.311 -1.929 -0.46
O 1.190 -0.212 -1.241 -0.47
H -0.509 -1.020 -2.238 0.21
H 1.155 -1.524 -2.802 0.19
H 0.501 -2.162 -1.274 0.23
H 0.711 -0.079 -0.382 0.22
```

(ii)
The following is a DFT calculation (wB97M-V/def2-TZVPD) of a 2-piece molecular cluster, CH5OS overall.

HOMO energy, eV: -2.4
Total charge: -1
Molar mass, g mol⁻¹: 65.12
Multiplicity: 1

XYZ file:
```
8
Properties=species:S:1:pos:R:3:mulliken_charge:R:1
C -1.099 0.095 -0.409 -0.76
S 0.115 1.373 -0.932 -0.78
H -1.056 -0.182 0.644 0.20
H -2.086 0.462 -0.691 0.23
H -0.923 -0.822 -0.973 0.21
H 1.665 -0.074 0.071 0.23
H 1.577 -0.156 1.523 0.31
O 1.806 -0.695 0.767 -0.63
```

It is (i) that is the least stable of them.

(i)
The following is a DFT calculation (wB97M-V/def2-TZVPD) of a 2-piece molecular cluster, CH4N2O3S overall.

HOMO energy, eV: -9.5
Molar mass, g mol⁻¹: 124.12
Multiplicity: 1

XYZ file:
```
11
Properties=species:S:1:pos:R:3:mulliken_charge:R:1
C -0.553 0.947 -1.432 -0.85
N 0.724 -0.082 2.768 0.85
N 0.068 0.751 2.430 -0.31
O 1.336 -0.935 3.200 -0.54
O 1.466 -0.763 -0.627 -0.62
O -0.896 -1.379 -0.425 -0.46
S 0.173 -0.166 -0.177 0.68
H 0.024 1.816 -1.204 0.28
H -0.416 0.735 -2.481 0.32
H -1.597 1.088 -1.222 0.33
H -0.330 -2.010 -0.831 0.32
```

(ii)
The following is a DFT calculation (wB97M-V/def2-TZVPD) of a 3-piece molecular cluster, CH4N2O3S overall.

HOMO energy, eV: -10.6
Molar mass, g mol⁻¹: 124.12
Multiplicity: 1

XYZ file:
```
11
Properties=species:S:1:pos:R:3:mulliken_charge:R:1
C -2.075 1.487 1.094 0.58
N -1.411 2.413 3.693 -0.69
N -3.133 1.152 1.479 -0.48
O -1.088 1.723 0.554 -0.42
O -1.009 -1.173 -3.936 -0.37
O 0.915 -0.216 -2.676 -0.36
S -0.171 -0.027 -3.622 0.73
H -0.935 1.906 2.999 0.20
H -1.602 3.338 3.268 0.23
H -3.266 0.861 2.415 0.34
H -0.803 2.683 4.459 0.23
```

It is (i) that is the least stable of them.

(i)
The following is a DFT calculation (wB97M-V/def2-TZVPD) of one molecule with the formula C3H5N.

HOMO energy, eV: -10.0
Molar mass, g mol⁻¹: 55.08
Multiplicity: 1

XYZ file:
```
9
Properties=species:S:1:pos:R:3:mulliken_charge:R:1
C -0.235 -0.304 0.676 -0.36
C 0.459 -0.564 -0.602 -0.32
C 0.814 -0.806 -1.756 -0.03
H -0.009 1.689 0.276 0.25
H -1.052 1.375 1.325 0.21
H 0.476 -0.383 1.498 0.24
H -1.088 -0.914 0.800 0.28
H 1.433 -1.138 -2.632 0.36
N -0.799 1.045 0.414 -0.62
```

(ii)
The following is a DFT calculation (wB97M-V/def2-TZVPD) of one molecule with the formula C3H5N.

HOMO energy, eV: -9.9
Molar mass, g mol⁻¹: 55.08
Multiplicity: 1

XYZ file:
```
9
Properties=species:S:1:pos:R:3:mulliken_charge:R:1
C -1.488 -0.003 -0.162 -0.76
C -0.326 0.602 -0.020 0.11
C 0.859 -0.128 -0.017 0.05
N 2.104 0.191 0.149 -0.64
H -2.441 0.404 0.063 0.28
H -1.583 -1.045 -0.177 0.28
H -0.408 1.858 0.100 0.18
H 0.654 -1.188 -0.159 0.23
H 2.628 -0.691 0.222 0.26
```

(iii)
The following is a DFT calculation (wB97M-V/def2-TZVPD) of one molecule with the formula C3H5N.

HOMO energy, eV: -9.7
Molar mass, g mol⁻¹: 55.08
Multiplicity: 1

XYZ file:
```
9
Properties=species:S:1:pos:R:3:mulliken_charge:R:1
C 0.627 0.636 0.031 -0.48
C -0.786 0.190 0.042 -0.30
C -1.924 -0.223 -0.024 0.03
H 1.220 -1.192 0.655 0.24
H 2.460 -0.331 -0.052 0.22
H 0.817 1.249 0.905 0.26
H 0.757 1.268 -0.868 0.26
H -2.912 -0.670 -0.092 0.38
N 1.451 -0.563 -0.120 -0.60
```

It is (i) that is the least stable of them.

(i)
The following is a DFT calculation (wB97M-V/def2-TZVPD) of a 2-piece molecular cluster, C8H11N2O overall.

HOMO energy, eV: -13.4
Total charge: +1
Molar mass, g mol⁻¹: 151.19
Multiplicity: 1

XYZ file:
```
22
Properties=species:S:1:pos:R:3:mulliken_charge:R:1
C -0.035 -2.171 -2.417 -0.58
C -1.367 -1.774 -2.611 -0.57
C 0.717 -1.508 -1.427 -0.76
C -1.902 -0.885 -1.767 -0.48
C 0.159 -0.603 -0.486 0.62
C -1.186 -0.309 -0.648 0.51
C 1.090 -0.154 0.644 -0.47
C -1.878 0.570 0.190 0.24
N -2.671 1.085 0.886 -0.21
N 2.069 2.349 2.874 -0.77
O 0.375 0.616 1.518 -0.50
H 0.282 -2.825 -3.177 0.40
H -1.811 -2.202 -3.419 0.51
H 1.682 -1.786 -1.346 0.55
H -3.004 -0.588 -1.927 0.30
H 1.255 -1.167 1.065 0.33
H 1.838 0.392 0.082 0.37
H -2.968 2.072 1.062 0.38
H 2.918 2.469 2.317 0.24
H 1.352 2.960 2.536 0.26
H 2.183 2.473 3.846 0.21
H 0.904 0.983 2.203 0.42
```

(ii)
The following is a DFT calculation (wB97M-V/def2-TZVPD) of an isolated ion of composition C8H11N2O and charge +1.

HOMO energy, eV: -12.3
Total charge: +1
Molar mass, g mol⁻¹: 151.19
Multiplicity: 1

XYZ file:
```
22
Properties=species:S:1:pos:R:3:mulliken_charge:R:1
C 1.859 -1.153 -0.583 -0.46
C 2.159 0.046 0.123 0.64
C -0.297 -1.918 0.354 0.46
C -1.435 0.505 -0.816 -0.70
C -2.119 -0.266 0.275 -0.60
C -0.523 1.621 -0.206 -0.79
C -1.274 -1.316 0.955 -0.57
C 0.357 1.324 0.964 -0.34
N 1.468 0.747 0.882 -0.28
N 0.762 -2.010 -0.361 -0.15
O 3.378 0.489 -0.203 -0.47
H 2.626 -1.819 -1.035 0.33
H -0.913 -0.219 -1.426 0.41
H -2.264 1.045 -1.299 0.32
H -2.457 0.493 1.026 0.39
H -2.913 -0.778 -0.121 0.44
H -0.019 2.120 -1.011 0.42
H -1.315 2.265 0.006 0.51
H -1.677 -1.719 1.882 0.36
H 0.252 1.918 1.836 0.50
H 0.787 -2.787 -0.966 0.27
H 3.556 1.413 -0.275 0.34
```

(iii)
The following is a DFT calculation (wB97M-V/def2-TZVPD) of an isolated ion of composition C8H11N2O and charge +1.

HOMO energy, eV: -12.5
Total charge: +1
Molar mass, g mol⁻¹: 151.19
Multiplicity: 1

XYZ file:
```
22
Properties=species:S:1:pos:R:3:mulliken_charge:R:1
C -0.656 1.432 -2.337 -0.50
C 0.632 1.227 -2.796 -0.81
C -1.127 1.004 -1.161 -1.09
C 1.331 0.392 -2.008 -0.47
C -0.418 0.035 -0.337 0.71
C 0.838 -0.356 -0.817 1.07
C -1.336 -0.034 1.045 -0.61
C -0.115 -1.657 2.241 -0.76
N -0.028 0.653 2.703 -0.67
N -0.467 -0.319 2.090 0.77
O 1.919 -1.272 -0.361 -0.52
H -1.201 2.073 -2.985 0.37
H 0.941 1.725 -3.725 0.39
H -2.052 1.371 -0.892 0.35
H 2.325 0.377 -2.345 0.24
H -2.084 -0.825 0.931 0.31
H -1.780 0.917 1.180 0.52
H -0.037 -2.148 1.130 0.33
H 0.805 -1.690 2.682 0.44
H -0.703 -2.189 3.005 0.31
H 2.768 -1.092 -0.796 0.32
H 0.446 0.376 3.553 0.30
```

It is (iii) that is the least stable of them.